The following is a quantum chemistry calculation of a molecular structure, C18H20CsF9N5O4STe, from the OMol25 dataset.

Structure (XYZ):
```
59
Properties=species:S:1:pos:R:3
Cs 0.94 -1.05 -0.24
C -0.82 -2.35 -6.11
Te -0.66 -2.04 -3.99
C 0.40 -3.87 -3.66
H 0.16 -2.49 -6.54
H -1.27 -1.45 -6.53
H -1.46 -3.21 -6.33
H -0.24 -4.73 -3.82
H 0.75 -3.86 -2.62
H 1.27 -3.91 -4.31
O 2.52 1.39 0.54
C 1.72 1.65 1.44
N 0.44 1.25 1.51
S -0.33 1.84 2.79
O -0.77 0.81 3.71
O -1.35 2.78 2.36
C 1.05 2.72 3.48
C 1.17 3.47 4.63
C 2.41 4.03 4.90
C 3.49 3.84 4.03
C 3.35 3.08 2.88
C 2.11 2.52 2.62
H 0.33 3.61 5.29
H 2.55 4.63 5.79
H 4.45 4.29 4.27
H 4.17 2.91 2.20
F 1.16 -5.88 1.18
C 1.93 -5.90 0.07
F 2.75 -6.95 0.18
F 1.11 -6.14 -0.96
C 2.65 -4.51 -0.11
O 1.81 -3.58 -0.49
C 3.30 -4.11 1.26
F 4.18 -3.11 1.09
F 2.37 -3.67 2.11
F 3.96 -5.11 1.89
C 3.82 -4.71 -1.15
F 4.24 -3.52 -1.60
F 3.39 -5.40 -2.22
F 4.89 -5.36 -0.67
C -5.29 3.89 -0.76
C -4.17 3.55 0.23
C -4.46 2.26 0.98
C -2.78 3.53 -0.41
N -2.50 2.34 -1.21
C -1.44 1.54 -1.13
N -1.54 0.60 -2.05
N -2.70 0.85 -2.69
N -3.28 1.89 -2.21
H -6.23 4.02 -0.23
H -5.41 3.10 -1.50
H -5.07 4.82 -1.30
H -4.11 4.36 0.96
H -4.60 1.43 0.28
H -5.37 2.35 1.57
H -3.63 2.01 1.65
H -2.04 3.52 0.38
H -2.63 4.41 -1.04
H -0.66 1.64 -0.38
```

## Properties
energy	-2857.937033	a.u.
strongest force on any atom	0.010	Eh/bohr
HOMO level	-5.310	eV
Kohn-Sham gap	7.465	eV
charge	-1
LUMO energy	2.1550	eV

The following is a quantum chemistry calculation of a molecular structure, C18H20F15N2O6ScSe in a non-equilibrium geometry, from the OMol25 dataset.

Structure (XYZ):
```
63
Properties=species:S:1:pos:R:3
Sc -6.96 -14.85 -3.14
C -7.39 -12.52 -7.29
C -7.25 -13.69 -6.29
N -6.78 -13.25 -4.88
C -7.67 -12.09 -4.46
C -9.22 -12.42 -4.57
C -5.27 -12.92 -4.86
C -4.38 -14.24 -4.89
N -4.70 -15.13 -3.82
C -3.93 -15.95 -3.13
C -4.57 -16.97 -2.24
F -5.91 -16.70 -1.92
C -3.93 -18.05 -1.75
F -4.58 -18.88 -0.92
C -2.60 -18.31 -2.02
C -1.93 -17.38 -2.81
F -0.59 -17.45 -2.90
C -2.54 -16.25 -3.28
F -1.77 -15.56 -4.11
H -7.85 -12.92 -8.25
H -6.42 -12.04 -7.40
H -8.13 -11.78 -6.96
H -6.50 -14.36 -6.64
H -8.21 -14.18 -6.07
H -7.34 -11.16 -4.96
H -7.50 -11.88 -3.37
H -9.74 -11.51 -4.19
H -9.38 -13.29 -3.91
H -9.49 -12.61 -5.63
H -5.11 -12.26 -4.05
H -5.03 -12.35 -5.82
H -3.31 -13.89 -4.84
H -4.58 -14.72 -5.85
H -2.19 -19.20 -1.67
O -9.30 -18.04 -3.40
Se -9.05 -16.51 -3.95
O -10.09 -16.00 -5.14
O -7.43 -16.35 -4.55
O -8.94 -15.21 -2.71
F -3.22 -7.52 0.03
C -4.51 -7.77 0.17
F -5.20 -6.82 0.82
C -5.08 -8.02 -1.20
F -6.35 -8.40 -1.04
F -4.40 -9.08 -1.74
F -5.10 -6.97 -2.01
O -1.98 -12.86 -3.08
H -1.88 -13.60 -2.47
H -1.87 -12.10 -2.50
C -5.75 -11.87 -0.26
C -6.78 -12.96 -0.38
O -6.72 -13.49 -1.70
C -8.27 -12.52 -0.12
F -8.53 -11.33 -0.76
F -9.15 -13.36 -0.62
F -8.54 -12.32 1.19
C -6.30 -14.05 0.58
F -5.12 -14.63 0.03
F -6.04 -13.64 1.83
F -7.24 -15.05 0.61
H -5.74 -11.17 -1.15
H -4.76 -12.32 -0.22
H -5.85 -11.25 0.61
```

## Properties
energy	-5919.080783	a.u.
strongest force on any atom	0.118	Eh/bohr
HOMO level (spin up / spin down)	-0.157 / -0.157	eV
Kohn-Sham gap (spin up / spin down)	4.350 / 4.350	eV
charge	-2
LUMO energy (spin up / spin down)	4.1928 / 4.1928	eV